# 1
The following is a quantum chemistry calculation of a molecular structure, C38H51BKN9OS4Te4 at a distorted geometry, from OMol25.

Last column: Mulliken charge in e.
Cartesian coordinates (Å):
K1 1.78152 -2.29755 -2.33024  0.9633
C1 -2.80256 0.80482 -2.74834  -1.7972
C2 -1.97955 1.28505 -1.59710  0.1409
C3 -1.91630 2.60231 -1.27867  -0.8028
C4 -1.08308 3.00751 -0.20734  -0.2941
N1 -0.48744 2.12818 0.52779  -0.3103
N2 -0.58678 0.82130 0.27795  0.5767
B1 0.26391 0.00787 1.33005  -0.8314
N3 -0.19355 -1.41339 1.53263  0.3154
N4 -1.57608 -1.44345 1.62925  0.1687
C5 -2.17795 -2.57635 1.45702  0.1593
C6 -1.48538 -3.79386 1.26310  -0.9165
C7 -0.09441 -3.78679 1.26180  0.3972
C8 0.66556 -5.06791 1.08798  -1.6302
C9 0.57504 -2.58009 1.44808  -0.0001
S1 2.27615 -2.44985 1.57761  -0.2844
C10 -3.70745 -2.53114 1.43748  2.6707
C11 -4.22265 -1.09173 1.51275  -1.3644
C12 -4.26306 -3.34141 2.61231  -1.8612
C13 -4.19837 -3.13973 0.11497  -1.7403
N5 0.42435 0.79014 2.63855  0.4116
N6 -0.80455 1.10906 3.17822  0.0533
C14 -0.85707 1.39034 4.46355  -0.6142
C15 0.26238 1.43541 5.28517  -0.7748
C16 1.54485 1.27503 4.68442  0.7297
C17 2.79846 1.51786 5.47351  -2.0007
C18 1.58384 0.98251 3.35533  0.3410
S2 3.13569 1.01331 2.49942  -0.4778
C19 -2.28067 1.58757 4.98839  2.8995
C20 -2.89587 0.18615 5.13253  -1.4551
C21 -3.10454 2.41214 3.99635  -1.6721
C22 -2.31063 2.28336 6.34898  -2.3344
C23 -1.19014 0.33957 -0.83667  1.5275
S3 -1.05092 -1.26179 -1.38167  -0.6204
C24 -0.80780 4.45062 0.19880  2.6083
C25 -1.42789 5.44135 -0.78544  -2.3390
C26 0.71317 4.66022 0.23915  -1.5074
C27 -1.39185 4.67667 1.59682  -1.5805
H1 -3.41862 1.61673 -3.13779  0.4320
H2 -3.43521 -0.02962 -2.44290  0.1900
H3 -2.15989 0.42077 -3.54237  0.3086
H4 -2.48006 3.32722 -1.85230  0.5132
H5 -2.02300 -4.72149 1.11146  0.2416
H6 -0.02624 -5.91020 1.02472  0.3935
H7 1.35748 -5.23484 1.91298  0.3326
H8 1.26963 -5.04588 0.17733  0.2320
H9 -3.90240 -0.58819 2.42304  -0.0573
H10 -5.31698 -1.09701 1.47828  0.5623
H11 -3.84068 -0.50718 0.67389  0.1330
H12 -3.91545 -2.92670 3.56150  0.3006
H13 -3.94273 -4.38396 2.56172  0.3238
H14 -5.35751 -3.31754 2.60518  0.4791
H15 -3.73494 -2.62809 -0.72994  0.1990
H16 -5.28583 -3.03853 0.04035  0.4989
H17 -3.94979 -4.20027 0.04290  0.3300
H18 0.18439 1.64111 6.34301  0.2545
H19 2.56504 1.55790 6.53897  0.3462
H20 3.27352 2.46362 5.19550  0.3335
H21 3.53292 0.72693 5.30718  0.3811
H22 -2.98880 -0.28514 4.15334  -0.1215
H23 -3.88361 0.24402 5.60175  0.4338
H24 -2.25356 -0.45051 5.74506  0.3880
H25 -3.03862 1.98150 2.99825  0.1404
H26 -2.73841 3.44074 3.95157  0.3842
H27 -4.15339 2.43366 4.31026  0.5277
H28 -1.86859 1.66140 7.13009  0.3867
H29 -3.34842 2.48179 6.63052  0.4506
H30 -1.77453 3.23455 6.32137  0.4582
H31 -1.05401 5.28271 -1.79994  0.4649
H32 -1.16130 6.45726 -0.48717  0.4236
H33 -2.51889 5.37279 -0.79955  0.3922
H34 1.18790 4.32878 -0.68666  0.3231
H35 1.16087 4.09228 1.05479  0.1151
H36 0.95663 5.71692 0.38085  0.3947
H37 -2.47930 4.56228 1.59230  0.4093
H38 -1.14956 5.68466 1.94791  0.4194
H39 -0.97657 3.94941 2.29491  0.1176
Te1 2.47316 0.08316 0.41871  0.2575
Te2 6.05758 2.16046 -2.46810  -0.7034
Te3 4.71227 5.30288 0.34440  -0.5999
Te4 4.77663 2.78553 -0.27401  0.3646
C28 2.04939 0.71873 -3.61879  -0.4593
C29 1.95104 -0.04464 -4.91190  0.8032
C30 1.71515 0.62764 -6.13834  -0.7823
C31 1.69210 -0.09623 -7.28677  -0.7645
C32 1.91579 -1.49215 -7.26332  1.3431
C33 1.92616 -2.25870 -8.45141  -0.8697
C34 2.16818 -3.59961 -8.36523  -0.4911
C35 2.39983 -4.21191 -7.12236  -0.3739
C36 2.39568 -3.52217 -5.91779  0.3034
S4 2.68165 -4.39723 -4.43430  -0.5619
C37 2.14273 -2.09641 -6.00144  -0.7708
N7 2.14127 -1.34035 -4.86156  -0.0189
H40 1.97719 1.79399 -3.78089  0.3887
H41 3.01303 0.51990 -3.14465  0.0602
H42 1.25659 0.43547 -2.91889  -0.4458
H43 1.56653 1.69993 -6.14363  0.3953
H44 1.51491 0.38615 -8.24322  0.3546
H45 1.74885 -1.76872 -9.40234  0.2984
H46 2.18607 -4.20885 -9.26287  0.3362
H47 2.59037 -5.27676 -7.08168  0.3721
N8 5.51990 -3.62741 -2.20106  -0.5019
C38 5.34086 -2.32513 -1.78438  0.3236
N9 6.44455 -1.66447 -1.30630  -0.3918
O1 4.24362 -1.80209 -1.81126  -0.0783
H48 6.44910 -3.90493 -2.46930  0.2108
H49 4.79134 -3.93599 -2.84195  0.1224
H50 7.35497 -2.02921 -1.52487  0.1863
H51 6.36354 -0.65807 -1.34736  0.1027

- Net charge: -2
- Orbital gap (alpha / beta): 4.661 / 4.513 eV
- E_tot: -5336.5305 Ha



# 2
The following is a quantum chemistry calculation of 2 unconnected molecules or ions with the total composition CH4BrP at a distorted geometry, from OMol25.

Last column: Mulliken charge in e.
Cartesian coordinates (Å):
C1 0.25027 -0.07867 1.43845  -0.3800
P1 -0.36754 -1.22404 0.40060  -0.0551
H1 1.33725 -0.01298 1.25951  0.1961
H2 -0.35874 0.41555 2.17436  0.2648
H3 -1.68185 -1.18627 0.73628  -0.0150
Br1 1.60316 0.32804 -2.23554  -0.2199
H4 2.88075 -0.06835 -1.44031  0.2090

- Net charge: 0
- Energy relative to the best compared isomer or geometry (same formula, charge and spin): 205.2 kJ/mol
- Structure (SMILES): C=P.Br
- Orbital gap: 9.878 eV
- E_tot: -2955.7906 Ha



# 3
The following is a quantum chemistry calculation of a gas-phase ion, C2H4ClO2S (charge -1) at a distorted geometry, from OMol25.

Last column: Mulliken charge in e.
Cartesian coordinates (Å):
C1 0.95682 0.02755 0.50902  -1.2402
C2 0.11913 -0.53281 -0.52251  -0.0547
O1 -1.44067 1.11673 1.09238  -0.5675
O2 -1.91758 1.06097 -1.41226  -0.6234
S1 -1.78214 0.34044 -0.09128  0.4656
Cl1 0.21312 -2.25866 -0.55030  -0.2900
H1 0.49562 -0.21197 1.41987  0.3821
H2 1.06261 1.13473 0.41874  0.2899
H3 1.94806 -0.54276 0.62847  0.3179
H4 0.34503 -0.13422 -1.49214  0.3201

- Net charge: -1
- Energy relative to the best compared isomer or geometry (same formula, charge and spin): 0.0 kJ/mol
- Orbital gap: 6.751 eV
- E_tot: -1087.4897 Ha



# 4
The following is a quantum chemistry calculation of a molecular structure, C40H54B2BrN12O2V at a distorted geometry, from OMol25.

Last column: Mulliken charge in e.
Cartesian coordinates (Å):
V1 -0.18946 -0.14270 0.52903  0.6185
C1 -1.79963 -3.55130 0.82149  -0.7718
C2 -2.71188 -2.45441 0.51206  -0.0729
C3 -4.10971 -2.39402 0.34687  -1.4190
C4 -4.40616 -1.07132 0.20901  0.9416
C5 -5.68747 -0.48873 -0.40229  -1.5908
N1 -3.26814 -0.39460 0.32346  -0.2718
N2 -2.18563 -1.26583 0.47861  1.7235
B1 -3.04951 1.14896 0.43236  -1.9826
N3 -2.44680 1.46376 1.75429  0.5843
N4 -1.14433 1.14346 1.96871  0.9618
C6 -0.79693 1.80437 3.09650  0.1036
C7 0.62215 1.64631 3.64195  -0.9958
C8 -1.88558 2.51735 3.59269  -1.9834
C9 -2.89593 2.30275 2.66396  1.5317
C10 -4.30846 2.74900 2.73169  -1.5387
N5 -2.23998 1.72740 -0.67502  0.8321
N6 -1.08733 1.17588 -1.02829  0.8962
C11 -0.55033 1.95199 -2.01097  0.5366
C12 0.70538 1.54659 -2.69705  -1.0470
C13 -1.40811 3.07290 -2.18614  -2.1271
C14 -2.46295 2.87082 -1.34998  1.2434
C15 -3.78093 3.63097 -1.28047  -1.5523
H1 -2.30171 -4.43151 1.26771  0.5267
H2 -1.11043 -3.89874 0.01649  -0.1274
H3 -1.11607 -3.21856 1.59552  -0.0802
H4 -4.78008 -3.24776 0.45390  0.4663
H5 -6.46765 -1.27004 -0.62905  0.3881
H6 -6.04976 0.30186 0.26788  0.2196
H7 -5.49394 -0.16553 -1.41756  0.2581
H8 -4.16011 1.64345 0.42149  -0.2057
H9 0.76614 0.86418 4.37513  0.2212
H10 1.23545 1.43073 2.77429  -0.1266
H11 1.01695 2.57297 4.09623  0.5063
H12 -2.02149 2.99944 4.54768  0.4748
H13 -4.52839 3.18340 3.70428  0.4400
H14 -4.41493 3.56489 1.97934  0.1640
H15 -5.00583 1.95433 2.50447  0.2244
H16 0.42350 1.07362 -3.68093  0.3729
H17 1.34009 2.38439 -2.98036  0.5216
H18 1.21043 0.84770 -2.12554  -0.3674
H19 -1.18683 3.83194 -2.87136  0.6390
H20 -3.75282 4.61871 -1.74660  0.3923
H21 -4.45015 3.06372 -1.93694  0.2788
H22 -4.16781 3.64249 -0.30189  0.1092
C16 -1.37653 -0.64042 5.24533  -1.7625
C17 -1.50172 -1.41969 3.86945  2.6710
C18 -2.38146 -2.62746 4.14161  -1.9478
C19 -0.16386 -1.91290 3.34481  -0.8949
C20 0.59414 -3.02727 3.80995  -1.3669
C21 1.56591 -3.18458 2.82585  -0.7025
N7 1.44394 -2.19674 1.94153  -0.4548
N8 0.35546 -1.44237 2.18125  1.9530
B2 2.39264 -1.98859 0.63107  -1.1142
N9 2.75481 -0.51463 0.43023  0.2150
C22 4.02006 -0.14244 0.17182  -0.8487
C23 3.99878 1.21923 0.02974  -1.4092
C24 2.69538 1.66980 0.22561  -0.5201
N10 1.93929 0.52459 0.44105  1.1986
C25 2.26313 3.10152 0.06192  1.7943
C26 0.88250 3.42389 0.67532  -0.9625
C27 3.33383 4.03409 0.65564  -1.7486
N11 1.52248 -2.42179 -0.54147  0.8847
C28 1.73964 -3.43484 -1.40436  -1.0365
C29 0.77619 -3.47121 -2.33745  -0.7898
C30 -0.07423 -2.37827 -1.95781  -1.1169
N12 0.37719 -1.77937 -0.89680  1.3700
C31 -1.25931 -1.88740 -2.82401  2.6438
C32 -2.31627 -2.98614 -2.84581  -1.7415
C33 -0.72240 -1.44935 -4.16314  -1.7246
H23 -2.35045 -0.15082 5.42958  0.3485
H24 -1.22956 -1.34145 6.06178  0.4784
H25 -0.61757 0.12764 5.22593  0.2987
H26 -1.89386 -0.63492 3.22781  -0.7814
H27 -2.11229 -3.25700 4.99956  0.3753
H28 -3.41061 -2.26962 4.29622  0.4475
H29 -2.42253 -3.27357 3.30391  0.3179
H30 0.46253 -3.55488 4.74820  0.5454
H31 2.43397 -3.80502 2.86393  0.5397
H32 3.31261 -2.68121 0.70792  -0.1871
H33 4.68927 -0.94479 -0.07860  0.6763
H34 4.83752 1.83290 -0.28337  0.4704
H35 2.24241 3.31893 -0.98680  -0.1206
H36 1.03699 3.45952 1.73195  0.3842
H37 0.56178 4.41011 0.37305  0.5030
H38 0.16832 2.64299 0.51056  -0.2728
H39 3.65182 3.67090 1.62125  0.4264
H40 4.19905 4.21924 -0.00553  0.4066
H41 2.97194 5.06096 0.87936  0.3764
H42 2.61411 -4.01097 -1.30293  0.5549
H43 0.74355 -3.95636 -3.30792  0.4968
H44 -1.72268 -1.04215 -2.30833  -0.8222
H45 -2.01518 -3.88592 -3.32422  0.3908
H46 -2.53162 -3.26445 -1.84273  0.3233
H47 -3.29248 -2.76192 -3.29217  0.3213
H48 -0.57294 -2.25900 -4.87263  0.4325
H49 -1.49022 -0.86224 -4.68502  0.4551
H50 0.18569 -0.90013 -4.14393  0.0340
Br1 6.61439 3.40120 -4.76318  -0.2489
C34 5.95137 1.69267 -4.26258  0.1032
C35 4.64717 1.26199 -4.53419  -0.4528
C36 4.18476 0.01070 -4.07877  0.2267
C37 5.01488 -0.80762 -3.32301  0.2974
C38 6.31863 -0.38727 -3.12727  -0.3049
C39 6.81023 0.85432 -3.56643  -0.6254
C40 4.56189 -2.15443 -2.79179  0.2575
O1 3.76873 -2.73826 -3.53826  -0.7399
O2 4.99383 -2.53117 -1.66639  -0.8315
H51 3.95321 2.01298 -4.91097  0.3137
H52 3.11990 -0.27091 -4.41448  0.2601
H53 6.98985 -1.04651 -2.56033  0.3434
H54 7.86513 1.01258 -3.50716  0.4775

- Net charge: -1
- Orbital gap (alpha / beta): 6.804 / 7.183 eV
- E_tot: -5932.2596 Ha
- 2S+1: 4
- <S²>: 3.758



# 5
The following is a quantum chemistry calculation of a molecular structure, C11H19FN3Ru, from OMol25.

Last column: Mulliken charge in e.
Cartesian coordinates (Å):
Ru1 0.19327 0.03144 0.33866  0.6425
N1 0.39048 -2.12138 -0.23820  -0.4650
C1 -0.74901 -2.49937 -1.14138  -0.4319
C2 -0.91084 -1.42295 -2.18591  -0.6874
N2 -0.98056 -0.06038 -1.55459  -0.0276
C3 -2.36466 0.43166 -1.20203  -0.6937
C4 -2.79475 0.02870 0.19084  -0.3792
N3 -1.78583 0.51142 1.20479  -0.5180
H1 1.27162 -2.27103 -0.73256  0.3161
H2 0.42654 -2.75994 0.55641  0.3181
H3 -1.63428 -2.61417 -0.51962  0.2714
H4 -0.55602 -3.46249 -1.61290  0.4365
H5 -1.79399 -1.60166 -2.79961  0.3276
H6 -0.04788 -1.41379 -2.85406  0.4188
H7 -0.62791 0.59274 -2.25128  0.2650
H8 -3.08372 0.06614 -1.93592  0.3511
H9 -2.34219 1.51945 -1.28894  0.4226
H10 -2.87770 -1.04988 0.30476  0.2697
H11 -3.77443 0.45280 0.40922  0.4467
H12 -1.98537 0.08905 2.11217  0.3116
H13 -1.90700 1.51521 1.34738  0.3099
F1 4.26116 3.81550 -0.62288  -0.1604
C5 3.60191 2.88087 -0.04743  0.4273
C6 2.45706 3.24320 0.70310  -0.7106
C7 1.79405 2.24961 1.34880  0.0587
C8 2.22443 0.86303 1.23101  0.3610
C9 1.60508 -0.12597 2.01247  -0.6591
C10 3.39948 0.55928 0.42978  -0.4114
C11 4.08493 1.55188 -0.18381  -0.6542
H14 2.18493 4.28838 0.78351  0.5182
H15 0.97961 2.49885 2.02153  0.5505
H16 0.94064 0.17352 2.82461  0.3613
H17 2.06302 -1.10095 2.14313  0.3994
H18 3.75555 -0.46357 0.37826  0.5074
H19 4.99481 1.37691 -0.74517  0.5072

- Net charge: +3
- Orbital gap (alpha / beta): 7.504 / 7.650 eV
- E_tot: -788.4088 Ha
- 2S+1: 5
- <S²>: 6.033



# 6
The following is a quantum chemistry calculation of 2 unconnected molecules or ions with the total composition C5H12N2O3 at a distorted geometry, from OMol25.

Last column: Mulliken charge in e.
Cartesian coordinates (Å):
C1 2.26302 0.91316 0.83486  -1.2472
C2 1.21655 0.67845 -0.22730  0.8364
O1 1.50560 0.80118 -1.41959  -0.6178
N1 -0.19520 0.94455 0.19887  0.2418
C3 -1.09673 1.71615 -0.63981  -1.0842
O2 -0.43941 1.22183 1.55859  -0.4925
H1 3.01086 1.61296 0.45366  0.3719
H2 1.89848 1.30987 1.78225  0.3188
H3 2.75959 -0.03893 1.03834  0.3073
H4 -0.96651 2.77811 -0.42280  0.3311
H5 -2.12668 1.43177 -0.41112  0.2893
H6 -0.87776 1.52254 -1.69092  0.3464
H7 -0.94278 0.41014 1.82496  0.3878
C4 -1.49706 -1.66215 -1.05513  -1.2598
C5 -0.79904 -1.37570 0.24802  1.0028
N2 0.61556 -1.73939 0.20631  -0.4754
O3 -1.37585 -1.24778 1.32900  -0.7507
H8 -1.68485 -2.73501 -1.13256  0.3700
H9 -2.44209 -1.11522 -1.08159  0.2898
H10 -0.88206 -1.34129 -1.89908  0.3783
H11 1.03253 -1.90718 1.11473  0.2519
H12 1.02386 -2.17807 -0.60970  0.2038

- Net charge: 0
- Energy relative to the best compared isomer or geometry (same formula, charge and spin): 268.9 kJ/mol
- Structure (SMILES): CC(=O)N(C)O.CC(N)=O
- Orbital gap: 9.802 eV
- E_tot: -532.8916 Ha